Molecular formula: C19H28Br33FPS
Method: DFT, ωB97M-V/def2-TZVPD

Values from the calculation:
E_HOMO ... -3.0 eV
Net charge ... -1

Geometry as XYZ:
```
83
Properties=species:S:1:pos:R:3:forces:R:3:mulliken_charge:R:1
C 0.377 -3.564 1.907 0.4 0.2 0.8 -0.968
C 1.635 -2.792 2.441 -0.6 -0.6 -0.9 -0.620
P 2.783 -2.165 1.093 0.6 1.2 0.1 -0.120
C 3.431 -3.581 0.059 0.3 -0.2 -0.3 0.172
C 4.999 -3.568 0.168 -1.1 0.2 0.7 -1.265
C 2.026 -0.845 0.036 2.1 -0.8 4.2 -0.180
F 0.640 -1.203 -0.290 -1.8 -10.6 13.9 0.016
C 1.973 0.448 0.931 -0.1 -1.0 -0.5 -0.753
C 3.396 0.996 1.214 -0.4 -0.1 0.7 -0.545
C 4.000 0.514 2.566 -0.4 -0.9 -0.1 -0.241
S 4.431 1.919 3.668 0.3 0.0 0.3 -0.225
H 0.618 -4.095 0.975 -0.2 0.2 0.3 0.176
H 0.071 -4.302 2.674 -0.1 0.2 -0.4 0.384
H -0.452 -2.862 1.746 0.2 -0.3 -0.2 0.184
H 1.326 -1.899 3.011 0.1 -0.3 -0.2 0.251
H 2.188 -3.443 3.142 0.0 0.3 -0.4 0.466
H 3.184 -3.420 -1.000 -0.1 -0.1 0.5 -0.309
H 3.015 -4.559 0.369 0.2 0.4 -0.1 0.507
H 5.486 -4.145 -0.631 -0.1 0.1 0.3 0.366
H 5.247 -3.948 1.174 0.3 0.0 -0.5 0.355
H 5.305 -2.511 0.165 0.2 -0.4 -0.3 0.253
H 1.404 0.199 1.850 0.1 0.8 0.0 0.316
H 1.444 1.194 0.319 0.0 -0.1 0.6 0.268
H 4.024 0.649 0.380 -0.1 0.6 0.5 -0.142
H 3.323 2.097 1.250 0.2 -0.3 -0.3 0.639
H 3.253 -0.102 3.088 0.3 0.3 -0.1 0.084
H 4.843 -0.161 2.362 -0.1 0.5 0.3 0.339
H 4.764 1.288 4.845 -0.2 0.0 -0.9 0.097
C 2.043 -0.572 -2.761 0.6 4.7 -0.1 0.358
Br 0.562 -0.128 -1.598 -1.1 10.4 -14.8 -0.379
Br 2.063 0.601 -4.302 0.5 0.5 -0.9 -0.137
Br 3.735 -0.577 -1.833 1.6 0.3 -2.1 -0.055
H 1.875 -1.578 -3.122 2.0 3.9 -2.0 -0.212
C -1.922 2.736 -1.992 -0.1 0.0 0.0 0.243
Br -2.307 2.003 -0.243 0.1 0.1 -0.2 -0.015
Br -3.436 2.579 -3.187 0.1 0.1 0.2 0.024
Br -1.282 4.559 -1.887 -0.1 -0.2 0.0 -0.052
H -1.120 2.141 -2.412 0.1 -0.1 0.0 -0.269
C -0.194 3.630 -5.795 0.0 -0.2 -0.1 -0.121
Br 1.563 3.650 -6.605 -0.3 0.0 0.1 -0.036
Br -1.243 5.169 -6.314 0.2 -0.1 0.1 -0.069
Br -1.138 1.978 -6.153 0.2 0.3 -0.1 0.045
H -0.051 3.691 -4.723 0.0 0.0 0.0 0.166
C 2.594 2.273 7.103 -0.2 0.0 -0.2 -0.094
Br 2.187 3.327 8.674 0.1 -0.1 -0.1 -0.075
Br 3.213 0.498 7.559 -0.1 0.2 0.0 -0.020
Br 1.082 2.226 5.902 0.2 0.0 0.2 0.097
H 3.404 2.771 6.584 -0.1 0.0 0.0 0.114
C 3.324 7.067 6.405 -0.1 -0.1 0.0 -0.352
Br 1.432 7.217 6.780 0.2 0.0 0.0 -0.005
Br 4.349 6.824 8.027 -0.1 0.0 -0.2 -0.020
Br 3.677 5.687 5.100 0.0 0.1 0.2 0.033
H 3.637 8.006 5.969 0.0 0.0 0.0 0.337
C -1.582 2.643 9.251 0.1 -0.1 -0.2 0.019
Br -2.128 3.812 10.692 0.0 -0.2 -0.2 -0.033
Br -1.035 0.899 9.875 -0.1 0.2 0.0 0.001
Br -2.928 2.489 7.872 0.1 0.1 0.2 0.033
H -0.711 3.090 8.788 0.0 0.0 0.0 -0.055
C 1.522 -4.388 -3.511 0.0 -0.5 0.3 -0.423
Br 1.188 -2.791 -2.481 -3.8 -8.0 1.7 0.248
Br -0.005 -5.580 -3.517 0.1 0.0 -0.1 -0.027
Br 2.112 -3.981 -5.312 -0.1 0.0 0.2 -0.081
H 2.333 -4.916 -3.025 0.0 -0.1 -0.1 0.379
C -0.923 -9.769 -3.531 0.1 0.1 0.0 -0.334
Br -0.880 -9.829 -1.599 0.0 0.0 -0.2 -0.006
Br -2.165 -8.433 -4.175 0.1 -0.2 0.1 -0.036
Br 0.843 -9.525 -4.280 -0.2 0.0 0.1 -0.002
H -1.284 -10.729 -3.873 0.0 0.1 0.0 0.346
C -5.275 1.373 2.536 0.0 -0.2 0.0 -0.263
Br -7.184 1.687 2.530 0.2 0.0 0.0 -0.033
Br -4.556 1.347 4.331 -0.1 0.0 -0.2 0.042
Br -4.818 -0.242 1.574 -0.1 0.2 0.2 0.003
H -4.813 2.203 2.018 0.0 -0.1 0.0 0.232
C -4.844 2.302 -8.281 0.1 0.1 0.2 -0.322
Br -5.105 1.481 -6.549 0.0 0.1 -0.3 0.011
Br -6.405 2.111 -9.411 0.1 0.0 0.1 -0.089
Br -4.295 4.148 -8.124 -0.2 -0.3 0.0 0.018
H -4.036 1.770 -8.766 -0.1 0.0 0.0 0.367
C -9.858 1.426 -7.601 0.0 0.0 0.1 0.195
Br -10.375 2.729 -6.268 0.0 -0.2 -0.2 -0.007
Br -9.394 -0.271 -6.799 -0.1 0.3 -0.1 -0.002
Br -11.210 1.225 -8.970 0.1 0.0 0.2 -0.028
H -8.968 1.805 -8.086 0.0 0.0 0.1 -0.168
```
Positions in Å, forces in eV/Å.



Molecular formula: C19H28BrO2Ti
Method: DFT, ωB97M-V/def2-TZVPD

Values from the calculation:
E_HOMO (alpha / beta) ... -0.4 / -3.2 eV
⟨S²⟩ ... 2.01
Net charge ... -1
Multiplicity ... 3
Energy relative to the best compared isomer or geometry (same formula, charge and spin) ... 207.41 kJ/mol

Geometry as XYZ:
```
51
Properties=species:S:1:pos:R:3:forces:R:3:mulliken_charge:R:1
O 0.925 -0.173 -1.611 0.2 0.7 -2.5 -0.400
C 1.077 1.079 -2.367 0.0 -0.1 0.2 -0.149
C 1.070 0.396 -3.726 -0.1 -0.4 0.3 -0.866
H 2.037 1.547 -2.113 -0.4 0.2 0.1 0.333
H 0.221 1.767 -2.262 0.6 -0.3 0.2 -0.184
C 0.934 -0.908 -2.897 0.5 0.1 -0.1 1.559
H 2.026 0.486 -4.259 -0.5 -0.1 -0.2 0.338
H 0.187 0.638 -4.336 0.5 -0.1 0.0 0.327
C 2.174 -1.781 -3.020 -0.3 -0.2 -0.2 -1.759
H 3.094 -1.180 -2.939 -0.3 -0.3 0.2 0.390
H 2.159 -2.238 -4.024 0.1 0.1 0.3 0.454
H 2.149 -2.581 -2.269 0.2 0.2 -0.1 0.281
C -0.358 -1.682 -3.082 0.1 -0.2 -0.1 -1.607
H -1.221 -1.002 -3.128 0.2 -0.3 0.0 0.374
H -0.474 -2.356 -2.222 -0.1 0.1 -0.3 0.254
H -0.316 -2.278 -4.015 -0.1 0.3 0.4 0.452
Ti 0.280 -0.130 2.101 -0.1 -1.6 1.0 -0.036
C -0.877 -0.475 4.039 -1.1 1.1 0.3 -0.451
C -0.717 0.946 4.060 -1.3 -0.7 0.2 -0.887
C -1.480 1.502 2.983 -0.6 -0.5 0.6 -0.609
H -0.255 1.534 4.854 0.3 -0.4 -0.6 0.454
C -2.205 0.448 2.364 -0.6 0.0 1.2 -0.231
C -1.794 -0.793 2.971 -0.5 0.8 0.1 -0.865
H -2.210 -1.780 2.732 0.3 0.6 0.2 0.491
H -0.519 -1.152 4.808 0.1 0.1 -0.3 0.537
H -1.524 2.573 2.750 -0.1 -0.5 0.1 0.502
H -3.061 0.576 1.696 0.6 -0.1 -0.1 0.783
C 1.329 -2.005 2.872 0.9 -0.5 -0.3 -0.358
C 0.326 -2.434 1.945 0.7 -0.4 -0.4 -1.006
C 0.652 -1.923 0.657 0.6 -0.2 0.5 0.484
H -0.493 -3.122 2.152 0.2 0.4 0.0 0.553
C 1.867 -1.161 0.788 0.4 -0.8 -0.1 -0.240
C 2.305 -1.251 2.141 -0.5 -1.3 -0.3 -1.047
H 3.260 -0.904 2.536 -0.6 0.1 -0.1 0.477
H 1.433 -2.297 3.920 -0.2 0.2 -0.4 0.368
H 0.126 -2.166 -0.262 0.0 0.3 0.3 0.094
H 2.417 -0.696 -0.026 -0.3 -0.1 0.4 0.396
O -0.564 0.797 0.342 -1.0 1.6 -1.3 0.560
C -1.643 0.485 -0.614 1.5 0.2 0.7 0.181
C -2.236 1.799 -1.042 -0.7 0.2 0.2 -0.707
H -2.340 -0.231 -0.179 0.2 0.1 0.1 0.854
H -1.105 0.064 -1.445 -0.2 -0.5 -0.1 -1.011
C -1.242 2.866 -0.612 0.5 0.6 0.0 -1.026
H -3.207 1.981 -0.589 -0.1 0.0 0.1 0.235
H -2.375 1.778 -2.120 -0.1 0.2 -0.2 0.401
C -0.139 2.194 0.183 -0.1 -1.3 -0.2 -0.434
H -1.685 3.665 -0.018 -0.2 0.0 -0.2 0.330
H -0.767 3.300 -1.486 -0.1 0.5 -0.2 0.388
H 0.054 2.623 1.162 -0.1 -0.1 0.1 0.646
H 0.810 2.178 -0.363 -0.1 0.1 0.4 0.064
Br 1.895 1.477 2.968 1.9 2.3 0.2 -0.689
```
Positions in Å, forces in eV/Å.